# 1
{"formula": "Cl2H4Si3", "method": "ωB97M-V/def2-TZVPD", "total_charge": 0, "multiplicity": 1, "smiles": "[SiH2]=[Si](Cl)[SiH2]Cl", "e_above_lowest_kcal_mol": 40.6, "elements": ["Si", "Si", "Cl", "Si", "Cl", "H", "H", "H", "H"], "coordinates": [[1.380962, 0.265372, 1.690947], [-0.640955, 0.609812, 0.523030], [-0.960953, 2.804187, 0.916541], [-0.064799, 0.578002, -1.700927], [-0.008764, -1.428522, -1.532527], [1.694398, 1.418531, 2.454063], [2.484105, -0.433678, 2.270564], [0.981721, 1.242119, -2.540140], [-1.009027, 0.876852, -2.776888]], "forces_ev_per_a": [[-0.86, 0.92, -1.82], [-0.05, 1.57, 1.10], [0.34, -1.24, -0.04], [0.29, 1.19, -1.06], [0.54, -1.86, -0.41], [-0.28, 1.36, 0.83], [0.44, -1.62, 0.13], [0.68, -0.33, 0.91], [-1.10, -0.02, 0.38]], "mulliken_charge": [0.4366, 0.0760, -0.3386, 0.4834, -0.2343, -0.0678, -0.1055, -0.1172, -0.1326]}



# 2
{"formula": "Cl2H8LiO4", "method": "ωB97M-V/def2-TZVPD", "total_charge": -1, "multiplicity": 1, "e_above_lowest_kcal_mol": 0.0, "elements": ["Li", "Cl", "Cl", "O", "H", "H", "O", "H", "H", "O", "H", "H", "O", "H", "H"], "coordinates": [[-0.534838, 0.391988, -0.756491], [-2.618711, -0.625224, -1.387249], [-0.067221, 2.726533, -1.090779], [2.388868, 1.732837, 0.598344], [2.656372, 1.903709, -0.312017], [1.461083, 2.034492, 0.555503], [-0.490836, 0.170019, 1.194868], [-0.659224, -0.526275, 1.835462], [-0.542735, 1.012749, 1.655070], [-1.802875, -2.848917, 0.708709], [-1.654462, -1.987345, 0.279015], [-2.751369, -2.922000, 0.552089], [1.173344, -0.460366, -1.252799], [1.775999, -0.283814, -0.516929], [1.666609, -0.318391, -2.062794]], "forces_ev_per_a": [[-0.57, 0.24, -0.45], [0.31, 0.04, 0.13], [0.07, -0.22, 0.28], [0.06, -0.25, 0.05], [-0.03, 0.18, 0.05], [0.11, 0.08, -0.24], [0.29, 0.03, 0.14], [-0.13, -0.06, -0.05], [-0.09, 0.04, -0.02], [-0.02, 0.21, 0.36], [-0.05, -0.13, -0.38], [0.04, -0.12, -0.03], [0.07, -0.43, 0.24], [-0.01, 0.23, -0.04], [-0.04, 0.15, -0.03]], "mulliken_charge": [0.6990, -0.8923, -0.8207, -0.6615, 0.3406, 0.2334, -0.4910, 0.2560, 0.2809, -0.6463, 0.3099, 0.2972, -0.5210, 0.3363, 0.2795]}



# 3
{"formula": "Cl2H8Si4", "method": "ωB97M-V/def2-TZVPD", "total_charge": 0, "multiplicity": 3, "e_above_lowest_kcal_mol": 0.0, "elements": ["Si", "Si", "Si", "Si", "Cl", "Cl", "H", "H", "H", "H", "H", "H", "H", "H"], "coordinates": [[2.503775, 0.305153, -0.055650], [-2.784678, -1.210391, 0.286415], [1.557377, 2.175331, 0.773043], [-2.221692, 0.879638, -0.489694], [2.277494, 3.821557, -0.174681], [-3.165127, 2.584543, -0.054291], [1.564366, -0.732846, -0.148569], [3.126919, 0.735115, -1.405051], [3.609673, -0.219563, 0.744309], [-4.208619, -1.579147, 0.013402], [-1.780240, -2.056883, -0.368400], [-2.493693, -1.133812, 1.672634], [0.958215, 2.482505, 2.164428], [-1.893990, 0.930430, -1.915396]], "forces_ev_per_a": [[1.84, 0.99, -0.78], [-0.69, 0.49, -0.95], [-1.21, 0.37, 0.96], [1.04, -0.90, -0.36], [0.25, 0.53, -0.03], [-0.78, 0.95, 0.41], [-1.17, -1.12, -0.29], [-0.66, -0.32, 0.87], [0.30, -0.13, 0.25], [0.34, -0.19, 0.11], [-0.02, -0.23, -0.16], [0.05, -0.18, 1.26], [0.68, -0.26, -0.98], [0.01, -0.01, -0.33]], "lowdin_spin": [0.1402, 0.1331, 0.6335, 0.6243, 0.1470, 0.1438, 0.0049, -0.0021, 0.0302, 0.0328, -0.0009, 0.0010, 0.0534, 0.0587]}



# 4
{"formula": "Cl2HOPS", "method": "ωB97M-V/def2-TZVPD", "total_charge": 0, "multiplicity": 1, "e_above_lowest_kcal_mol": 90.7, "elements": ["O", "P", "S", "Cl", "Cl", "H"], "coordinates": [[-0.799820, -0.719835, 0.597275], [0.156306, 0.493510, -0.105754], [1.336878, -1.615047, -1.854447], [0.550375, 1.621175, 1.608576], [-1.142916, 1.454899, -1.170219], [-0.100824, -1.234701, 0.924570]], "forces_ev_per_a": [[-0.36, 3.08, -1.74], [0.65, -2.43, 1.37], [-0.13, 0.47, 0.36], [-0.25, 0.00, -0.57], [-1.26, 0.94, -0.55], [1.34, -2.05, 1.12]], "mulliken_charge": [-0.4167, 0.5274, -0.0959, -0.2371, -0.1222, 0.3446]}



# 5
{"formula": "Cl2HOPS", "method": "ωB97M-V/def2-TZVPD", "total_charge": 0, "multiplicity": 1, "e_above_lowest_kcal_mol": 89.3, "elements": ["O", "P", "S", "Cl", "Cl", "H"], "coordinates": [[-0.624974, 0.148944, -0.775787], [0.437146, -0.332203, 0.300480], [1.606290, 2.266205, -0.424299], [0.743394, -2.236351, -0.399702], [-0.921456, -0.806297, 1.800658], [-1.240400, 0.959702, -0.501351]], "forces_ev_per_a": [[-2.42, 2.49, -0.25], [-0.22, -0.15, 0.54], [-0.01, -0.29, 0.21], [0.17, 0.32, -0.11], [0.32, 0.16, 0.31], [2.16, -2.54, -0.70]], "mulliken_charge": [-0.4389, 0.5809, -0.0833, -0.2030, -0.2428, 0.3871]}



# 6
{"formula": "Cl2HPS", "method": "ωB97M-V/def2-TZVPD", "total_charge": 0, "multiplicity": 1, "e_above_lowest_kcal_mol": 52.3, "elements": ["P", "S", "Cl", "Cl", "H"], "coordinates": [[2.257032, 0.616351, -0.211976], [0.465354, 1.258784, -0.490186], [0.542971, 0.456303, -3.189541], [2.382335, -1.312587, -1.056656], [-0.675614, 0.327715, -4.322836]], "forces_ev_per_a": [[-1.09, 0.00, -0.35], [1.26, -0.21, 1.17], [-3.76, -0.50, -4.24], [0.07, 0.36, 0.38], [3.52, 0.34, 3.04]], "mulliken_charge": [0.3503, -0.1558, -0.2633, -0.2016, 0.2704]}



# 7
{"formula": "Cl2O2S2", "method": "ωB97M-V/def2-TZVPD", "total_charge": 0, "multiplicity": 1, "e_above_lowest_kcal_mol": 18.3, "elements": ["O", "O", "S", "S", "Cl", "Cl"], "coordinates": [[-1.469950, -1.181237, 0.930278], [0.721203, 0.008546, -1.337521], [-1.034006, 0.198574, 1.184601], [0.874009, 0.832918, -0.192618], [2.971457, 0.766288, 0.390087], [-1.805308, 1.390228, -0.447988]], "forces_ev_per_a": [[0.68, 1.28, 0.34], [0.20, -1.36, -0.88], [-0.51, -1.06, -1.15], [0.79, 1.84, 0.60], [-1.09, -0.48, 0.13], [-0.07, -0.22, 0.97]], "mulliken_charge": [-0.3772, -0.3139, 0.4789, 0.6385, -0.2619, -0.1644]}



# 8
{"formula": "Cl2O8Rb", "method": "ωB97M-V/def2-TZVPD", "total_charge": -1, "multiplicity": 1, "e_above_lowest_kcal_mol": 0.0, "elements": ["Rb", "Cl", "O", "O", "O", "O", "Cl", "O", "O", "O", "O"], "coordinates": [[1.747387, 0.356073, -1.167953], [1.767569, -0.927159, 2.266942], [0.752510, -1.328805, 1.313066], [1.280956, -0.010398, 3.214384], [2.234251, -2.108954, 2.933982], [2.821528, -0.295799, 1.469974], [-2.141311, 0.863157, -2.002380], [-3.272094, -0.005409, -1.859913], [-0.956407, 0.255674, -1.406662], [-1.780393, 1.082552, -3.386513], [-2.453996, 2.119068, -1.374928]], "forces_ev_per_a": [[-0.41, -0.25, 0.52], [0.08, -1.60, -1.42], [-0.32, 0.35, -0.05], [-0.66, 1.26, 0.94], [0.62, 0.07, 0.02], [0.50, 0.09, 0.14], [0.23, 0.31, -0.47], [0.17, -0.32, -0.25], [-0.07, -0.04, 0.67], [-0.53, 0.03, -0.26], [0.38, 0.09, 0.16]], "mulliken_charge": [0.9700, 1.7293, -0.6898, -0.6054, -0.6537, -0.7545, 1.6290, -0.6314, -0.6698, -0.6775, -0.6461]}